Entry 1:
Entry from the Open Molecules 2025 dataset: 2 unconnected molecules or ions with the total composition C5H12N2O2S at a distorted geometry (wB97M-V/def2-TZVPD).

Geometry as XYZ:
```
22
Properties=species:S:1:pos:R:3:forces:R:3:nbo_charge:R:1
C -2.4455 -0.8304 0.2410 1.91 2.14 0.52 -0.265
C -3.4421 0.9998 0.8872 0.05 1.27 -0.60 -0.270
C -2.3056 0.6957 -0.0360 1.24 0.85 -1.39 0.061
C -1.5181 1.5105 -0.7748 0.31 -3.74 1.12 -0.449
C 2.0723 -0.2226 0.8930 -1.07 0.52 -2.03 -0.797
N 4.3133 -0.4306 -0.7048 1.25 -1.15 -0.43 -0.592
N -3.3894 -0.3923 1.3035 0.27 -0.55 0.36 -0.626
O 2.2534 -1.6240 -1.4831 0.16 -0.34 0.11 -0.960
O 4.7877 -0.8003 -2.0432 -0.40 -0.79 1.12 -0.576
S 2.6429 -0.3045 -0.9854 -1.60 1.07 1.88 1.361
H -2.7601 -1.2936 -0.6980 -0.40 -0.54 0.48 0.201
H -1.4397 -1.2261 0.6304 -1.66 -0.04 -0.54 0.196
H -3.1928 1.8404 1.5902 -0.32 -1.10 0.06 0.189
H -4.3117 1.3618 0.3042 -0.08 -0.48 0.32 0.183
H -0.6165 1.0442 -1.2436 -0.95 0.81 0.00 0.204
H 4.9008 0.3501 -0.3744 -0.87 -0.22 -0.48 0.389
H -1.6729 2.5393 -0.7127 0.01 1.58 -0.18 0.202
H 1.9880 -1.1959 1.3451 -0.09 -0.60 -0.38 0.236
H 2.7600 0.3215 1.4797 0.94 0.92 0.45 0.215
H 1.0772 0.3203 0.8860 1.14 -0.72 -0.11 0.233
H -4.2120 -0.9035 1.5490 -0.34 -0.21 -0.15 0.373
H 4.5108 -1.7597 -2.0533 0.48 1.32 -0.13 0.491
```
Forces are in eV/Å.

Output
Frontier orbital gap = 9.466 eV



Entry 2:
Entry from the Open Molecules 2025 dataset: 2 unconnected molecules or ions with the total composition C5H12N2O3 at a distorted geometry (wB97M-V/def2-TZVPD).

Geometry as XYZ:
```
22
Properties=species:S:1:pos:R:3:forces:R:3:nbo_charge:R:1
C -1.8453 1.8648 0.3552 0.40 1.35 -0.62 0.293
C -1.3390 -0.5915 -0.1025 2.87 -1.93 -0.49 0.590
N -1.9606 -0.7337 -1.2969 -0.18 0.53 -0.13 -0.847
O -1.1281 2.2649 -0.5510 -0.89 -0.40 0.98 -0.568
O -1.7713 -1.0248 0.9480 -0.38 0.62 0.14 -0.644
H 0.2619 1.2950 -1.1989 0.44 -0.97 -0.21 0.509
H -1.5790 -0.2459 -2.0930 -0.02 -0.10 0.04 0.411
H -2.8983 -1.0992 -1.3433 -0.02 0.10 0.06 0.395
H -1.4887 1.7772 1.3909 0.13 -0.19 -0.08 0.142
H -2.9223 1.6950 0.2040 0.09 -0.15 -0.11 0.136
C 1.0066 0.0926 0.9667 0.30 -0.18 -0.29 -0.448
C 2.5357 0.0721 0.9545 -0.20 0.02 0.03 -0.606
C 0.4235 -0.4230 -0.3442 -2.94 0.28 1.30 0.395
N 0.8796 -1.7260 -0.6570 0.41 -0.11 -0.17 -0.837
O 0.6129 0.3946 -1.4277 0.12 1.09 -0.52 -0.738
H 0.5991 -2.4049 0.0370 -0.03 0.02 -0.03 0.379
H 0.5950 -2.0124 -1.5820 -0.12 -0.05 0.00 0.378
H 0.6120 -0.5198 1.7785 -0.05 0.04 0.03 0.226
H 0.6630 1.1163 1.1156 -0.10 0.03 0.04 0.200
H 2.9155 0.6494 0.1121 0.04 0.01 -0.01 0.211
H 2.9050 -0.9460 0.8580 0.06 0.00 0.01 0.217
H 2.9225 0.5053 1.8759 0.06 0.00 0.02 0.206
```
Forces are in eV/Å.

Output
SMILES = CC[C@](N)(O)C(N)=O.C=O
Frontier orbital gap = 8.549 eV



Entry 3:
Entry from the Open Molecules 2025 dataset: a gas-phase ion, C5H12N2O4P (charge -1) at a distorted geometry (wB97M-V/def2-TZVPD).

Geometry as XYZ:
```
24
Properties=species:S:1:pos:R:3:forces:R:3:nbo_charge:R:1
C 0.3465 1.2557 -0.2696 -0.86 0.23 1.78 -0.277
C 1.3231 -0.9167 -0.5178 -1.03 1.58 -0.06 -0.273
C 1.6259 1.6644 0.4390 -0.53 2.02 -2.20 -0.060
C 2.5024 -0.5205 0.3426 -0.12 0.09 -2.54 -0.078
C -1.1056 -0.6764 -0.5944 -1.16 1.14 -1.27 -0.235
N -1.1972 -2.1231 -0.2930 -1.20 0.67 -1.17 -0.865
N 0.1181 -0.1629 -0.0533 2.36 -0.30 -0.58 -0.460
O -2.6304 1.5683 -0.9374 -0.23 -0.87 1.59 -1.164
O -2.1659 0.7125 1.4321 0.49 -0.04 3.32 -1.047
O -3.8916 -0.5384 -0.0173 0.80 0.12 0.38 -1.178
O 2.6589 0.8765 -0.0402 2.40 -0.99 0.70 -0.553
P -2.6813 0.3554 -0.0256 0.58 -0.77 -3.52 2.316
H -0.4779 1.5680 0.3741 -0.02 1.60 -0.95 0.257
H 0.4077 1.6759 -1.3267 -0.58 -0.87 0.99 0.178
H 1.6200 -0.5880 -1.5264 -0.26 -0.18 -0.17 0.161
H 0.9336 -1.8803 -0.5602 0.38 -2.19 0.15 0.229
H 1.7890 2.7750 0.1418 0.22 -1.74 0.40 0.168
H 1.6500 1.6369 1.4901 -0.62 -0.19 1.64 0.157
H 2.2988 -0.7253 1.3704 0.03 0.40 1.01 0.171
H 3.4051 -1.0776 -0.0038 -0.42 0.65 0.40 0.177
H -1.1101 -0.4519 -1.7280 -0.11 -0.93 1.12 0.158
H -2.1890 -2.2584 -0.5292 0.27 -0.55 -0.09 0.384
H -1.2459 -2.1782 0.7047 0.24 -0.05 0.95 0.334
H -1.9842 0.0092 2.1280 -0.63 1.17 -1.88 0.504
```
Forces are in eV/Å.

Output
SMILES = N[C@H](N1CCOCC1)[P@@](=O)([O-])O
Charge = -1
Frontier orbital gap = 7.873 eV



Entry 4:
Entry from the Open Molecules 2025 dataset: C5H12N2S in the gas phase at a distorted geometry (wB97M-V/def2-TZVPD).

Geometry as XYZ:
```
20
Properties=species:S:1:pos:R:3:forces:R:3:nbo_charge:R:1
C -1.5081 1.4556 0.0233 -0.44 -0.10 0.26 -0.471
C -1.3186 0.4994 -1.1475 -0.36 -1.63 -2.28 -0.246
C -0.3582 1.0356 0.9790 0.69 0.88 0.34 -0.282
C -1.1540 -1.6760 -0.0107 1.89 2.07 1.78 -0.409
C 3.0435 -0.6489 0.1467 3.66 -0.93 -2.05 -0.787
N -0.4404 -0.6021 -0.6724 1.20 0.85 -0.69 -0.297
N 0.4582 0.0422 0.2616 -0.29 -0.62 -0.36 -0.445
S 1.9603 0.6126 -0.4563 -1.43 -0.37 0.30 0.394
H -1.2611 2.4785 -0.3743 -0.95 -0.78 0.81 0.227
H -2.5383 1.3059 0.4442 1.01 0.73 -0.25 0.222
H -2.3322 0.0143 -1.5732 2.31 1.28 0.81 0.208
H -0.7054 0.9741 -2.0024 -1.32 -0.53 1.15 0.210
H 0.2274 1.8966 1.0731 1.27 1.54 -0.23 0.210
H -0.4307 0.9053 2.0864 -1.13 -1.12 -0.88 0.215
H -0.4173 -2.1986 0.6167 -0.52 -0.09 -0.27 0.216
H -1.8773 -1.1641 0.5914 -1.03 -0.50 0.92 0.162
H -1.5696 -2.2584 -0.7412 -1.23 -1.73 -1.60 0.200
H 2.8507 -0.8799 1.1676 -0.22 -0.25 0.70 0.229
H 4.1119 -0.1677 0.0834 -1.85 -0.60 0.35 0.226
H 3.2592 -1.6243 -0.4955 -1.24 1.90 1.18 0.217
```
Forces are in eV/Å.

Output
SMILES = CSN1CCCN1C
Frontier orbital gap = 9.398 eV



Entry 5:
Entry from the Open Molecules 2025 dataset: 2 unconnected molecules or ions with the total composition C5H12N3 at a distorted geometry (wB97M-V/def2-TZVPD).

Geometry as XYZ:
```
20
Properties=species:S:1:pos:R:3:forces:R:3:nbo_charge:R:1
C 0.6866 2.0186 0.0586 1.24 1.09 -0.30 -0.288
C 1.8706 1.8402 0.0052 -0.64 -0.01 0.06 -0.175
C -0.4108 -0.0799 0.5261 -0.52 -1.63 0.15 0.374
C -0.0806 0.2743 2.9177 0.03 0.29 0.50 -0.416
C -0.5606 -1.3436 -2.8693 0.22 -0.31 0.07 -0.433
N -0.1655 -0.6762 -0.6178 0.28 -0.35 0.46 -0.357
N 0.2191 -0.3565 1.6535 0.13 -0.25 -0.44 -0.520
N -0.8546 -0.4079 -1.8017 -0.56 1.01 -0.28 -0.426
H -0.2789 2.4315 0.0549 -0.62 0.17 -0.03 0.244
H 2.8912 1.5866 -0.0216 0.59 -0.03 -0.04 0.247
H -1.3486 0.4578 0.6057 0.14 0.18 -0.06 0.226
H 0.6541 1.0479 3.1481 -0.05 0.01 -0.04 0.225
H -1.0689 0.7265 2.8878 -0.02 -0.04 -0.03 0.219
H -0.0612 -0.4737 3.7095 -0.06 0.03 -0.06 0.234
H 0.4779 -1.2185 -3.1753 -0.01 0.01 -0.10 0.210
H -0.7324 -2.3897 -2.5988 -0.04 -0.02 0.03 0.193
H -1.2008 -1.0878 -3.7078 0.04 0.04 -0.04 0.245
H 0.7169 -1.1557 -0.7669 -0.16 0.06 0.09 0.412
H 1.0979 -0.8576 1.6114 -0.14 0.01 -0.08 0.411
H -1.8512 -0.3362 -1.6195 0.17 -0.26 0.13 0.375
```
Forces are in eV/Å.

Output
Charge = +1
Frontier orbital gap = 9.347 eV



Entry 6:
Entry from the Open Molecules 2025 dataset: a gas-phase ion, C5H12N3 (charge +1) at a distorted geometry (wB97M-V/def2-TZVPD).

Geometry as XYZ:
```
20
Properties=species:S:1:pos:R:3:forces:R:3:nbo_charge:R:1
C -0.1829 1.1917 1.1004 -0.83 0.36 0.28 -0.188
C 0.7700 0.4185 1.5762 -0.29 -1.06 -1.74 -0.049
C -0.2463 1.4103 -0.4215 5.02 1.57 1.88 0.137
C -2.0842 -0.2169 -0.8046 0.61 1.38 -0.15 -0.426
C 1.4201 -1.6244 0.3726 -5.68 -0.65 0.16 -0.453
N 1.2561 0.4879 -0.7171 -2.14 1.49 -2.81 -0.544
N -1.3063 1.0494 -1.0772 -3.38 -1.73 -1.54 -0.601
N 1.6007 -0.1700 0.4373 0.76 -0.40 1.60 -0.228
H -0.9896 1.5718 1.7653 0.74 -0.17 -0.65 0.271
H 0.8710 -0.1940 2.4447 0.16 0.54 0.85 0.245
H 0.0980 2.4466 -0.7956 -0.39 -1.66 1.00 0.254
H -2.1304 -0.8789 -1.6271 -0.06 -0.22 -1.45 0.220
H -1.5707 -0.8155 -0.0950 0.68 -0.11 1.04 0.197
H -3.0895 -0.0959 -0.4337 -0.25 0.63 0.07 0.228
H 0.3994 -1.6817 -0.2084 1.90 -0.14 0.86 0.214
H 2.0289 -2.3238 -0.0870 2.25 -0.24 -1.22 0.259
H 1.0876 -2.1074 1.2991 0.61 0.67 0.38 0.243
H 1.0083 -0.2098 -1.4502 0.32 0.69 0.79 0.365
H -1.5126 1.6645 -1.8616 -0.45 -0.86 0.19 0.421
H 2.5724 0.0773 0.5833 0.44 -0.09 0.46 0.436
```
Forces are in eV/Å.

Output
SMILES = CN[C@H]1C=C[N@@H+](C)N1
Charge = +1
Frontier orbital gap = 10.228 eV